(1)
Entry from the OMol25 dataset: a molecular structure, C25H35Cl2N4O3SeSn (wB97M-V/def2-TZVPD).

```
71
Properties=species:S:1:pos:R:3
H -2.1438 0.4883 3.9719
C -0.6782 -5.0271 -0.7891
H 0.8428 3.0179 -3.6569
H 5.2584 0.5653 -3.7673
H 2.1864 -1.8175 3.1211
C 0.6131 -0.4301 3.2946
H -0.0908 -5.9278 -0.5497
C -3.5731 0.8483 0.3571
H -3.2782 3.0149 -3.0882
Cl 1.7895 2.3385 -0.7557
H 1.7204 3.4186 -5.9639
H -1.8147 -4.9841 1.9479
H 4.0395 -0.7496 -3.8541
H -0.1965 -4.5059 -1.6199
C 0.4134 -1.7678 7.6797
C -2.6694 0.8412 -0.8559
H -2.2801 -0.2364 -0.8854
C -0.3166 -1.0137 6.7579
C 0.4018 -3.3296 0.5258
H -1.8866 0.4707 -2.8992
Se 0.6278 0.5628 1.7497
H 1.1898 -3.4612 -0.2587
C -0.8975 1.9409 -4.3157
N 1.4922 -1.3907 3.7214
H -1.7257 1.5655 -7.6133
H 3.4997 0.9458 -3.8930
N -0.6812 -4.1359 0.3663
H -3.0227 1.0689 1.3083
H 0.0978 -1.8136 8.7219
C 5.1260 1.1548 -1.2593
O 0.0941 0.7190 -2.6001
C 1.5741 -2.4620 7.2831
C -2.2827 1.6407 -1.9179
C 4.2446 0.2617 -3.4685
O 0.5239 -2.4645 1.3934
H 2.1394 -3.0023 8.0238
C 0.2217 2.7457 -4.4991
H -1.1915 -0.3920 7.0288
N 4.2439 0.2652 -1.9876
H 5.4667 0.6462 -0.3488
C -2.6245 3.0649 -2.1926
H -2.7394 -4.4187 0.5479
Cl -1.1601 -1.5823 -1.3023
H -3.9940 -0.1694 0.5758
C 1.2212 -1.7882 5.0268
Sn 0.6771 0.0996 -0.8091
H -2.0816 -3.2526 1.7406
H -1.4590 1.0143 5.5144
N -0.1844 -0.1609 4.3757
C 3.2638 -0.2551 -1.2812
O 2.2409 -0.8191 -1.8449
C 0.0998 -1.0425 5.4310
H 3.2386 -0.1647 -0.1884
C -1.8866 -4.1876 1.1996
C 2.0138 -2.4533 5.9561
C -1.2066 1.9971 -6.7463
C -1.6815 1.6756 -5.4705
H -2.5988 1.0741 -5.3147
H -4.4090 1.5490 0.2006
H -3.1340 3.6229 -1.3809
C -1.0832 1.2458 -2.9678
H -0.9020 1.7790 3.9901
H 2.9376 -2.8987 5.5952
C 0.0312 2.6384 -6.9287
C -1.2276 0.8464 4.4534
H 4.6087 2.0600 -0.9141
H 5.9627 1.4161 -1.8893
H 0.3971 2.6946 -7.9601
H -1.7084 -5.2797 -1.0279
C 0.7156 3.0475 -5.7926
H -1.7081 3.6526 -2.4717
```

ΔE to the lowest compared entry with this formula, charge and spin: 327.9 kJ/mol
LUMO (alpha / beta): 2.5 / 2.5 eV
HOMO energy (alpha / beta): -0.066 / -0.066 Ha
net charge: -1
E: -4954.407159 a.u.

Mulliken population analysis, charges in e, atoms 1 to 5: 0.25 -0.96 0.34 0.34 0.24

(2)
Entry from the OMol25 dataset: a molecular structure, C20H17BrCl5INO3S3W (wB97M-V/def2-TZVPD).

```
52
Properties=species:S:1:pos:R:3
Cl 2.3661 -1.1512 6.0611
C 0.9660 1.9480 -4.6671
O -2.0591 0.6167 -0.9255
H -4.0735 2.1877 -1.4042
H -5.2025 -2.5439 1.3672
H -3.9328 6.2984 -1.3314
S -2.2365 -0.7332 1.5019
Br -1.2834 6.9828 -0.2031
H 1.0201 2.7258 -3.9034
Cl -0.6658 -3.4142 2.2519
Cl 0.4833 -3.4325 5.1112
C -1.5399 4.1519 -0.3058
H -5.5359 -0.9817 0.6203
C -1.6426 1.6800 -0.3773
H -0.4283 0.3338 -5.1553
C -3.4622 -1.5220 0.6402
H -4.7399 -2.2315 -1.9855
S 0.6534 -0.2540 -3.1439
H 3.0152 -0.5103 -3.4790
Cl 1.9800 1.0887 1.1780
C -2.1537 5.3564 -0.5720
H -0.5528 4.1010 0.1347
H 3.1477 1.8229 -4.8028
C -3.5157 3.0849 -1.1638
Cl 3.1581 1.1283 4.0683
C -4.1887 -2.9223 -1.3435
C 0.8195 -2.1145 4.0706
H 2.2864 0.5184 -5.6089
I 1.6838 -2.2013 -0.6042
H -4.8223 -1.0513 2.2348
C 2.3411 0.3428 -3.4555
H -3.7114 -3.6649 -1.9801
W -0.3716 -0.5257 -0.0134
H -0.9781 1.3202 -3.7867
C -3.1722 -2.1761 -0.5315
H -4.9091 -3.4254 -0.6994
N -4.1036 4.2482 -1.4054
H 0.7267 2.4260 -5.6157
O -0.6561 1.5100 0.4089
C 0.2490 -2.0539 2.8013
C 1.4247 -0.0503 2.3720
C 1.6822 -1.1008 4.4973
C 2.2782 1.1708 -4.7333
C 2.0198 -0.0708 3.6222
O 0.3072 0.3823 -1.7646
C -2.2389 2.9903 -0.6185
H 2.5593 0.9515 -2.5764
C -0.1016 0.9232 -4.2971
C 0.4762 -0.9721 1.9381
S -1.5621 -2.2282 -1.0978
C -4.8327 -1.5238 1.2556
C -3.4347 5.3599 -1.1196
```

ΔE to the lowest compared entry with this formula, charge and spin: 0.0 kJ/mol
LUMO (alpha / beta): -4.7 / -5.2 eV
HOMO energy (alpha / beta): -0.414 / -0.416 Ha
net charge: +1
E: -7486.977084 a.u.

Mulliken population analysis, charges in e, atoms 1 to 5: -0.16 -0.55 -0.59 0.53 0.37

(3)
Entry from the OMol25 dataset: a single C3H4N2O2S molecule (wB97M-V/def2-TZVPD).

```
12
Properties=species:S:1:pos:R:3
H -0.4878 3.0723 -0.8637
S -0.2492 -2.2849 2.2031
C -0.2056 -0.2342 0.6091
O -0.4660 1.0772 0.2507
H 0.8198 -1.7296 -0.4326
O -0.2133 2.4442 -1.6074
H -0.6381 -2.1262 3.5326
N -0.6061 -0.6576 1.7121
C 0.0084 1.2408 -1.0311
H 0.9611 -0.0879 -2.4872
C 0.6081 0.1035 -1.4809
N 0.4689 -0.8178 -0.4047
```

ΔE to the lowest compared entry with this formula, charge and spin: 208.5 kJ/mol
LUMO: 0.6 eV
HOMO energy: -0.279 Ha
E: -774.847388 a.u.
SMILES: Oc1c[nH]/c(=N\S)o1

Mulliken population analysis, charges in e, atoms 1 to 5: 0.37 -0.22 0.50 -0.39 0.15

(4)
Entry from the OMol25 dataset: 2 unconnected molecules or ions with the total composition C11H20BN4O4 (wB97M-V/def2-TZVPD).

```
40
Properties=species:S:1:pos:R:3
N 0.4064 1.6600 0.5180
O -2.8207 -1.2818 1.0875
C -2.8338 -1.2426 -2.7257
C 3.0029 1.3290 0.9908
H -4.5552 -2.4359 -3.2305
C -1.5588 -0.8862 -3.1367
C -1.0582 -1.4215 -4.3123
N -3.0943 -2.6531 -4.6512
C 1.1993 1.7783 2.7052
O -4.5961 0.1501 0.1085
O 3.2662 0.4736 2.1087
C 4.4907 -0.2783 1.8765
H 5.0376 -0.3315 2.8462
H 0.8566 0.7075 2.6821
H 0.2576 2.3797 -0.1985
O -2.3296 0.9954 0.1576
C 4.1139 -1.7482 1.3704
H -3.2602 -0.8452 -1.8134
H -3.5869 -1.8099 1.3537
N -0.1383 2.4981 2.6543
C -1.8621 -2.2936 -5.0294
N -1.9396 1.5833 1.3261
H 5.0689 0.2689 1.0901
H 3.0665 0.7696 0.0247
C 1.6393 2.0775 1.2398
H 3.7992 2.1275 0.9504
C -0.6725 1.8756 1.4671
H 1.8647 3.1459 1.0087
H 4.4179 -2.4882 2.1455
H -1.5162 -2.7359 -5.9568
H -5.2023 -0.2004 0.7758
H -0.0674 -1.1682 -4.6655
H 3.0042 -1.7300 1.2087
B -3.2521 -0.0906 0.4846
H -0.6002 2.1965 3.5202
H 4.6786 -1.9269 0.4274
H 1.8555 2.0678 3.5495
H -2.5644 1.8081 2.1018
H -0.9621 -0.1992 -2.5471
C -3.5550 -2.1252 -3.5129
```

LUMO: -3.4 eV
HOMO energy: -0.433 Ha
net charge: +1
E: -975.748839 a.u.

Mulliken population analysis, charges in e, atoms 1 to 5: -0.31 -0.45 -0.12 -0.90 0.36